(1)
{"formula": "C7H17NO2", "method": "ωB97M-V with the def2-TZVPD basis set", "species": ["C", "N", "C", "C", "O", "C", "C", "C", "C", "O", "H", "H", "H", "H", "H", "H", "H", "H", "H", "H", "H", "H", "H", "H", "H", "H", "H"], "coordinates": [[3.404211, 0.633271, -0.396532], [2.018277, 0.770056, -0.801860], [0.896487, 0.196371, 0.297302], [1.396393, -1.046813, 1.006708], [0.556938, 1.220872, 1.176176], [-0.096993, -0.069310, -0.775438], [-1.650554, -0.212112, -0.040437], [-2.430649, -1.246604, -0.844372], [-2.328654, 1.152863, -0.091444], [-1.555914, -0.642154, 1.317444], [3.594792, 0.983253, 0.628982], [3.694954, -0.416872, -0.469510], [4.046325, 1.190050, -1.083826], [1.800080, 1.759566, -0.886602], [1.768585, -1.772943, 0.290007], [0.596833, -1.493959, 1.592979], [2.197577, -0.781432, 1.695216], [0.050026, 0.827530, 1.898558], [-0.225915, 0.737167, -1.489633], [0.108727, -1.018774, -1.257375], [-2.440837, -0.986597, -1.900911], [-3.466364, -1.312060, -0.498389], [-1.975414, -2.230342, -0.733668], [-1.713395, 1.896820, 0.411629], [-2.490105, 1.459447, -1.123124], [-3.307690, 1.117948, 0.396896], [-2.447723, -0.715241, 1.681223]], "atomic_forces_ev_per_a": [[0.066, -0.029, 0.317], [-0.939, -0.834, 2.233], [2.829, 0.976, -3.094], [0.247, 0.354, 0.013], [0.234, 0.326, 0.163], [-4.470, -0.921, 2.428], [1.243, 0.187, -1.850], [0.020, 0.071, 0.213], [0.068, -0.141, 0.067], [0.398, -0.057, 0.173], [0.155, -0.023, -0.103], [0.072, 0.049, 0.079], [-0.064, 0.009, 0.058], [-0.178, -0.079, 0.146], [0.021, -0.084, -0.052], [-0.110, -0.003, -0.118], [0.114, 0.016, -0.030], [-0.094, -0.025, -0.076], [0.240, 0.002, -0.003], [0.108, 0.084, -0.215], [-0.019, 0.031, -0.085], [-0.054, 0.017, -0.007], [0.042, -0.024, -0.005], [-0.021, 0.036, -0.033], [0.022, 0.062, -0.081], [-0.012, -0.047, 0.015], [0.081, 0.046, -0.152]], "mulliken_charge": [-0.87, -0.45, 1.16, -1.74, -0.63, -1.26, 1.44, -1.85, -1.70, -0.52, 0.29, 0.27, 0.33, 0.28, 0.36, 0.43, 0.40, 0.45, 0.44, 0.35, 0.36, 0.46, 0.41, 0.35, 0.39, 0.45, 0.38], "smiles": "CN[C@@](C)(O)CC(C)(C)O", "orbital_gap_ev": 9.4}



(2)
{"formula": "C7H17NO3P", "method": "ωB97M-V with the def2-TZVPD basis set", "species": ["C", "C", "C", "C", "C", "C", "C", "N", "O", "O", "O", "P", "H", "H", "H", "H", "H", "H", "H", "H", "H", "H", "H", "H", "H", "H", "H", "H", "H"], "coordinates": [[-0.830947, -2.830462, 0.116459], [-2.097003, 0.894933, -0.089049], [1.941728, 1.889876, 0.841272], [1.562285, 1.241891, -1.556455], [-0.251770, -1.421784, -0.403257], [-1.263380, 0.190651, 1.054263], [1.774840, 0.866415, -0.144646], [-0.107465, -0.574821, 0.729833], [2.569302, -1.184837, 1.383915], [2.764316, -1.479045, -1.106842], [4.446712, -0.004179, 0.126577], [3.045376, -0.470364, -0.034598], [-0.169799, -3.192950, 0.928385], [-1.847507, -2.826746, 0.657151], [-0.874998, -3.746977, -0.512680], [-2.741072, 1.617653, 0.490983], [-1.469601, 1.206663, -0.972149], [-2.583844, 0.055289, -0.554000], [1.162333, 2.625276, 0.782739], [2.066123, 1.611607, 1.844019], [2.932411, 2.543935, 0.479302], [2.585938, 1.311064, -1.948766], [1.106203, 2.239325, -1.610409], [1.124419, 0.472598, -2.149649], [-0.696403, -0.907914, -1.225561], [0.669256, -1.811940, -0.771015], [-2.027695, -0.388618, 1.526076], [-0.915227, 0.821639, 1.928271], [1.639192, -1.234389, 1.252760]], "atomic_forces_ev_per_a": [[-1.534, -0.363, 1.361], [1.582, -0.294, 0.740], [1.851, 3.401, -1.440], [0.514, 1.184, 0.512], [-0.554, -2.527, 0.924], [0.831, 1.752, 0.408], [0.504, -2.480, -0.145], [1.320, 0.361, -0.467], [1.939, 0.840, -0.255], [-0.356, 0.503, -0.529], [-0.253, 1.050, 0.117], [0.211, -2.659, 0.747], [0.053, 0.631, -0.336], [1.125, 0.452, -0.936], [0.104, 1.087, -0.533], [0.424, -0.507, -1.515], [-0.426, 0.820, 1.320], [-1.215, -0.076, 0.044], [-0.724, 0.567, 0.045], [0.422, -0.749, 1.239], [-2.090, -1.640, 1.031], [-0.011, 0.232, -0.229], [-0.259, -0.293, -0.410], [-0.675, -0.479, -0.356], [-1.092, -0.134, -0.840], [1.284, 0.529, -0.210], [-0.493, -1.193, 0.536], [-0.546, 0.187, -1.221], [-1.938, -0.203, 0.398]], "mulliken_charge": [-1.31, -1.16, -1.73, -1.77, -0.27, -0.71, 1.47, -0.36, -0.71, -0.79, -0.79, 0.91, 0.32, 0.24, 0.39, 0.32, 0.26, 0.38, 0.44, 0.40, 0.26, 0.51, 0.37, 0.31, 0.41, 0.26, 0.41, 0.44, 0.49], "orbital_gap_ev": [8.1, 7.1], "total_charge": -1}



(3)
{"formula": "C7H17NO3P", "method": "ωB97M-V with the def2-TZVPD basis set", "species": ["C", "C", "C", "C", "C", "C", "C", "N", "O", "O", "O", "P", "H", "H", "H", "H", "H", "H", "H", "H", "H", "H", "H", "H", "H", "H", "H", "H", "H"], "coordinates": [[-0.126264, 2.867484, 0.606342], [0.343100, -2.547547, 1.852419], [-0.510853, -1.896963, -2.169449], [-1.615584, -0.316810, -0.879257], [1.337259, 2.757009, 0.383387], [0.501965, -1.105610, 1.318457], [0.497466, -1.064854, -0.227111], [-0.714052, -1.443273, -0.840585], [3.090239, 0.014025, -0.144690], [1.628219, -2.106107, -0.585693], [2.084930, -0.144587, -2.456428], [2.082026, -0.539059, -1.067603], [-0.747950, 2.856570, -0.275846], [-0.213180, 2.097799, 1.261763], [-0.575357, 3.732076, 1.139290], [-0.837878, -2.728579, 1.876164], [0.767831, -3.175682, 1.160718], [0.802795, -2.858235, 2.825513], [0.004609, -2.880831, -2.033186], [-1.661128, -1.990956, -2.520449], [-0.083991, -1.276004, -2.864115], [-2.718040, -0.485521, -0.981591], [-1.476029, 0.295118, 0.104918], [-1.401019, 0.313231, -1.776345], [2.018913, 2.723587, 1.264394], [1.421114, 1.885569, -0.159916], [1.535977, -0.628936, 1.556591], [-0.258981, -0.546163, 1.797693], [1.689857, 3.588452, -0.225820]], "atomic_forces_ev_per_a": [[-0.737, 2.797, 0.413], [-3.024, 0.918, 1.375], [-4.223, -3.923, 0.427], [-0.447, 2.242, 1.399], [1.085, 2.874, 0.137], [2.682, 0.166, 0.095], [2.828, -0.727, 1.063], [-0.868, 0.769, 0.357], [0.592, 0.128, 0.551], [-0.292, 1.845, -0.994], [-0.330, 0.050, -2.673], [-1.459, -1.538, 3.503], [0.122, -0.823, -0.460], [-1.784, -2.742, 1.651], [0.907, 0.072, 0.028], [2.539, -0.062, 0.130], [0.783, -1.721, -1.735], [-0.506, 0.935, -0.522], [-0.548, 0.794, -1.027], [2.483, -0.580, 0.189], [1.612, 1.816, -1.385], [0.844, -0.800, 0.279], [-0.315, -0.822, -1.914], [0.225, 0.138, 0.690], [-0.909, -0.168, -0.364], [0.942, -1.845, -1.107], [-1.762, -0.894, -0.018], [-0.769, 1.121, 0.155], [0.330, -0.019, -0.245]], "mulliken_charge": [-0.74, -1.24, -1.21, -0.70, -0.45, -0.48, 0.69, 0.04, -0.78, -0.59, -0.75, 0.71, 0.23, 0.13, 0.36, 0.21, 0.33, 0.33, 0.27, 0.34, 0.49, 0.27, 0.14, 0.30, 0.25, -0.16, 0.30, 0.35, 0.34], "orbital_gap_ev": 7.8, "total_charge": -1}



(4)
{"formula": "C7H17O3Sr", "method": "ωB97M-V with the def2-TZVPD basis set", "species": ["C", "O", "C", "C", "O", "C", "C", "O", "C", "Sr", "H", "H", "H", "H", "H", "H", "H", "H", "H", "H", "H", "H", "H", "H", "C", "H", "H", "H"], "coordinates": [[0.322290, 0.183511, -0.309260], [-0.659118, 0.964765, 0.401566], [-0.847754, 2.248483, -0.058857], [-1.674556, 3.092112, 0.830283], [-2.720582, 2.259953, 1.365600], [-3.422601, 2.766706, 2.504154], [-4.311023, 1.649220, 2.994000], [-3.509984, 0.459416, 3.078050], [-4.097416, -0.591475, 3.851833], [-2.176370, 0.193936, 1.554825], [0.453288, -0.749247, 0.245753], [-0.048940, -0.022737, -1.319711], [1.259825, 0.747080, -0.341482], [-0.679469, 2.422282, -1.120519], [2.148359, 4.127230, -1.458501], [-2.106700, 3.933107, 0.274684], [-1.090822, 3.485116, 1.681726], [-4.026935, 3.636819, 2.220114], [-2.691504, 3.057726, 3.272206], [-5.146605, 1.461053, 2.305758], [-4.704049, 1.897145, 3.987845], [-3.423574, -1.452055, 3.802750], [-4.199944, -0.257320, 4.890791], [-5.077445, -0.855246, 3.435214], [3.062166, 4.660437, -1.796437], [3.009072, 4.825073, -2.880134], [3.948060, 4.057592, -1.562580], [3.131595, 5.627021, -1.284875]], "atomic_forces_ev_per_a": [[0.602, -0.181, -0.600], [3.368, 2.357, -2.264], [-0.124, 0.440, -0.737], [0.464, 0.731, -0.143], [-0.773, 1.977, -0.291], [-0.230, 0.567, 0.422], [-0.662, 0.462, 0.308], [-2.855, 1.126, 3.323], [-0.557, -0.324, 0.557], [0.437, -6.659, -0.871], [0.066, 0.113, -0.079], [0.161, 0.053, 0.186], [-0.146, -0.265, 0.004], [0.036, 0.023, 0.296], [0.493, 0.299, -0.185], [0.159, -0.146, 0.111], [-0.117, -0.032, -0.176], [0.116, -0.139, 0.123], [-0.157, 0.001, -0.135], [0.104, 0.052, 0.171], [0.000, -0.003, -0.232], [-0.098, 0.062, 0.078], [0.028, -0.213, -0.207], [0.201, 0.016, 0.146], [-0.223, -0.155, 0.036], [-0.003, -0.064, 0.343], [-0.258, 0.168, -0.058], [-0.031, -0.267, -0.124]], "mulliken_charge": [-0.72, -0.65, -0.29, -0.32, -0.67, -0.46, -0.49, -0.70, -0.76, 2.26, 0.26, 0.37, 0.34, 0.50, -0.07, 0.33, 0.36, 0.36, 0.42, 0.39, 0.45, 0.30, 0.32, 0.36, -0.65, 0.25, 0.24, 0.24], "spin_multiplicity": 2, "orbital_gap_ev": [8.5, 9.6], "total_charge": 2}



(5)
{"formula": "C7H17O5PSi", "method": "ωB97M-V with the def2-TZVPD basis set", "species": ["C", "O", "P", "O", "C", "C", "O", "O", "Si", "C", "C", "C", "O", "C", "H", "H", "H", "H", "H", "H", "H", "H", "H", "H", "H", "H", "H", "H", "H", "H", "H"], "coordinates": [[-3.775344, 0.092320, 2.119238], [-2.874836, 0.501739, 1.155698], [-2.333055, -0.778035, 0.265474], [-3.444070, -1.654702, -0.275127], [-1.552995, -0.257855, -1.299161], [-0.094647, -0.096437, -1.022300], [0.657688, -0.995034, -1.343825], [0.339373, 1.046223, -0.443558], [2.018623, 1.238621, -0.414345], [2.635592, 1.039719, -2.180120], [2.707205, -0.123454, 0.674084], [2.427776, 2.917625, 0.351757], [-1.325739, -1.697696, 1.144036], [-1.042732, -2.892726, 0.494138], [-3.248424, -0.461134, 2.921403], [-4.536940, -0.562759, 1.675239], [-4.296507, 0.970497, 2.568737], [-1.709051, -1.066891, -2.006768], [-1.979931, 0.653979, -1.690921], [2.457789, 2.008108, -2.630480], [3.691231, 0.809678, -2.253632], [2.024745, 0.260605, -2.659151], [2.581303, -1.053822, 0.189378], [3.794989, 0.032180, 0.839858], [2.196357, -0.135013, 1.622142], [1.675981, 3.421950, 0.956006], [2.608642, 3.557092, -0.501451], [3.332963, 2.835526, 0.938912], [-1.984493, -3.316785, 0.133679], [-0.458220, -2.650062, -0.398145], [-0.493271, -3.643457, 1.069207]], "atomic_forces_ev_per_a": [[-1.780, -0.517, 2.179], [2.772, -1.059, -2.351], [-3.643, -1.823, -1.267], [1.025, 1.442, 1.376], [0.861, 1.123, 1.296], [0.993, -0.209, -0.890], [-0.060, 0.441, 0.306], [-1.252, -0.645, -0.555], [1.437, -0.588, 0.763], [-0.736, 0.281, 0.584], [0.849, 1.317, -0.047], [-0.557, -0.386, -0.625], [-0.475, 2.911, 0.954], [0.116, -1.830, -2.036], [-0.365, 0.281, -0.234], [0.121, 0.119, 0.184], [0.624, -0.510, -0.475], [0.003, -0.072, 0.288], [-0.316, 0.293, 0.185], [0.019, 0.179, -0.584], [0.168, -0.104, 0.039], [0.462, 0.366, -0.004], [-0.146, -1.068, -0.439], [-0.591, -0.020, 0.034], [-0.124, -0.060, 0.519], [-0.181, -0.290, 0.047], [0.277, 0.482, -0.149], [0.279, -0.025, 0.065], [0.197, -0.282, 0.227], [0.166, -0.404, 0.125], [-0.141, 0.657, 0.485]], "mulliken_charge": [-0.78, -0.36, 1.11, -0.78, -0.78, 0.78, -0.57, -0.34, 0.59, -1.05, -1.10, -1.17, -0.33, -0.70, 0.28, 0.35, 0.25, 0.32, 0.42, 0.30, 0.37, 0.31, 0.33, 0.37, 0.30, 0.32, 0.32, 0.33, 0.36, 0.25, 0.27], "smiles": "COP(=O)(CC(=O)O[Si](C)(C)C)OC", "orbital_gap_ev": 10.8}



(6)
{"formula": "C7H17PS2", "method": "ωB97M-V with the def2-TZVPD basis set", "species": ["C", "S", "P", "S", "C", "C", "C", "C", "C", "C", "H", "H", "H", "H", "H", "H", "H", "H", "H", "H", "H", "H", "H", "H", "H", "H", "H"], "coordinates": [[-0.972950, 0.222657, 3.002997], [-0.853210, 1.191850, 1.529464], [0.248612, -0.125938, 0.346343], [1.482328, -1.091613, 1.443852], [0.944298, 1.165972, -0.729820], [1.856843, 0.400689, -1.712437], [1.753304, 2.181851, 0.121568], [-0.803673, -1.107067, -0.715506], [-1.938055, -0.353803, -1.348611], [-1.114569, -2.445860, 0.034761], [-0.706598, 0.804580, 3.847988], [-0.192216, -0.574526, 2.959593], [-1.897617, -0.285164, 3.004247], [0.220271, 1.742257, -1.349987], [2.248613, -0.468542, -1.198369], [1.233841, 0.116603, -2.515908], [2.739102, 0.931581, -2.062005], [2.340066, 1.649509, 0.826097], [1.225822, 3.041313, 0.709095], [2.416718, 2.866389, -0.519493], [-0.063016, -1.226365, -1.485926], [-2.455843, -1.112260, -2.034537], [-2.599590, 0.056427, -0.648886], [-1.666699, 0.465700, -1.980403], [-2.059817, -2.341967, 0.440438], [-0.338349, -2.470845, 0.733302], [-1.047617, -3.233428, -0.697856]], "atomic_forces_ev_per_a": [[1.344, -1.356, -0.366], [-0.452, 0.392, -0.241], [-0.684, 2.182, 0.426], [1.205, -0.602, -0.007], [1.095, 1.445, -0.530], [0.423, 0.364, 1.032], [-0.218, 3.109, -0.620], [0.400, -0.264, 0.450], [-0.572, -2.054, -1.739], [0.880, 1.708, -2.954], [-0.364, 0.625, 0.866], [-0.494, 0.632, 0.020], [-1.211, -0.236, 0.651], [-0.030, -0.623, 0.733], [0.149, -0.423, -0.125], [-0.272, -0.565, -1.219], [-0.236, 0.430, -0.085], [0.831, -0.364, 0.656], [0.117, -2.068, -0.954], [-0.588, -1.511, 0.470], [0.330, -0.887, -0.638], [0.289, 1.155, 0.970], [-1.244, 0.266, 1.154], [0.623, 0.452, -0.436], [-1.915, -0.191, 1.055], [0.763, -1.073, 1.351], [-0.169, -0.543, 0.080]], "mulliken_charge": [-0.76, -0.21, 0.31, -0.40, 0.41, -1.54, -1.45, 0.65, -1.64, -1.46, 0.38, 0.23, 0.28, 0.30, 0.41, 0.37, 0.40, 0.37, 0.31, 0.38, 0.27, 0.37, 0.41, 0.39, 0.39, 0.47, 0.38], "smiles": "CSP(=S)(C(C)C)C(C)C", "orbital_gap_ev": 9.4}



| no. | DFT total energy (Eh) |
| --- | --- |
| 1 | -482.10840 |
| 2 | -898.74355 |
| 3 | -898.77164 |
| 4 | -532.64185 |
| 5 | -1284.09879 |
| 6 | -1414.63791 |